(1)
Computed, not measured: C23H27N3O2Pd as an isolated structure at a distorted geometry, with ωB97M-V/def2-TZVPD.

The geometry in XYZ format:
```
56
Properties=species:S:1:pos:R:3:forces:R:3
Pd -0.7051 -1.0287 -0.0420 1.63 -0.28 -1.42
C 0.9145 2.0315 1.7511 -0.06 0.06 0.16
C 1.3786 0.7441 2.1143 0.28 0.07 0.11
C 0.3003 -0.1681 2.0037 -0.06 0.07 0.65
C -0.8447 0.5798 1.6055 -0.36 -0.03 0.54
C -0.4476 1.9218 1.4325 0.14 0.23 -0.22
C -1.3363 3.0294 0.9505 0.09 -0.13 0.15
C -2.2974 0.1676 1.7036 -0.13 0.29 0.34
C 0.3152 -1.5612 2.5942 -0.16 0.26 0.02
C 2.7846 0.3979 2.5102 -0.26 0.01 0.09
C 1.7046 3.3084 1.7803 -0.11 -0.14 0.07
H -1.8494 3.5451 1.7747 -0.06 0.08 -0.05
H -2.0986 2.6365 0.2788 -0.10 0.02 -0.07
H -0.7624 3.7774 0.3959 -0.06 0.09 0.00
H -2.7600 0.6392 2.5876 -0.07 0.01 0.05
H -2.4096 -0.9175 1.7956 -0.15 0.20 -0.03
H -2.8566 0.4935 0.8181 0.00 -0.22 0.19
H 0.1408 -1.5160 3.6791 0.00 -0.11 0.10
H 1.2839 -2.0454 2.4425 -0.03 -0.05 -0.07
H -0.4602 -2.1843 2.1353 0.17 -0.04 0.23
H 2.9234 0.3616 3.5992 0.09 -0.04 0.06
H 3.4968 1.1326 2.1263 0.11 0.02 -0.04
H 3.0665 -0.5798 2.1145 0.12 -0.08 -0.02
H 1.3168 4.0373 1.0631 0.04 0.02 -0.04
H 2.7649 3.1506 1.5649 0.07 0.02 -0.05
H 1.6509 3.7789 2.7698 0.07 0.12 0.03
C 3.1634 2.4892 -1.5292 -0.08 -0.04 0.07
C 2.4589 1.1931 -1.7304 -0.01 -0.09 0.10
C 2.3219 0.3802 -2.8377 0.04 0.12 0.03
C 1.5218 -0.6937 -2.4115 0.23 -0.04 0.15
N 1.2215 -0.5412 -1.1289 -0.38 -0.46 -0.12
N 1.7866 0.5946 -0.7305 0.35 0.38 -0.46
C 1.0446 -1.8858 -3.1616 -0.09 -0.01 0.13
H 3.6908 2.7853 -2.4343 0.02 0.00 -0.03
H 3.8807 2.4092 -0.7105 0.05 0.09 0.01
H 2.4445 3.2660 -1.2694 0.03 0.12 0.04
H 2.7283 0.5419 -3.8170 0.10 0.08 -0.21
H 1.6105 0.9356 0.2379 -0.07 -0.19 -0.17
H 1.8519 -2.3699 -3.7170 0.02 0.01 0.02
H 0.2585 -1.6144 -3.8643 -0.10 -0.04 -0.08
H 0.6144 -2.5835 -2.4399 0.02 -0.03 -0.13
O -3.3627 0.0130 -3.2438 0.14 0.01 -0.27
C -2.8878 -0.9381 -2.6036 -0.36 0.21 0.23
N -2.6941 -1.0226 -1.2797 -1.14 0.55 -0.25
C -2.1491 -2.2472 -0.9503 0.53 -0.17 -0.31
O -2.1262 -2.7465 0.2054 -0.76 -0.66 0.77
C -2.0526 -3.0751 -2.1932 -0.24 0.11 -0.58
C -1.7917 -4.4144 -2.4207 0.13 0.13 0.16
C -1.9680 -4.9144 -3.7050 -0.02 -0.19 -0.18
C -2.4224 -4.0999 -4.7375 0.02 -0.16 -0.12
C -2.7156 -2.7623 -4.5023 -0.01 0.27 0.06
C -2.5376 -2.2616 -3.2266 0.28 -0.59 0.23
H -1.4713 -5.0668 -1.6198 0.04 0.03 0.13
H -1.7776 -5.9650 -3.9051 0.03 0.02 0.01
H -2.5765 -4.5258 -5.7248 0.03 0.02 0.01
H -3.1015 -2.1215 -5.2851 -0.03 0.05 -0.04
```
Positions in Å, forces in eV/Å.

Computed properties:
**LUMO energy**: 5.0247 eV
**HOMO-LUMO gap**: 4.60 eV
**Spin multiplicity**: 1
**Highest occupied orbital energy**: 0.42 eV
**Energy above the lowest of the compared OMol25 structures with the same formula, charge and spin**: 1.054 eV
**Total charge**: -2
**Largest force on an atom**: 2.18 eV Å⁻¹

(2)
Computed, not measured: one molecule with the formula C23H27N3O3S2 at a distorted geometry, with ωB97M-V/def2-TZVPD.

The geometry in XYZ format:
```
58
Properties=species:S:1:pos:R:3:forces:R:3
C -5.2610 -1.5317 -2.1505 -0.07 -0.01 0.28
C -5.3589 -1.9208 -0.6785 -0.13 -0.42 -0.46
N -4.5803 -1.0373 0.1632 0.68 -0.73 0.80
C -4.8977 0.3175 0.2782 0.01 0.96 0.11
C -3.8941 1.2270 0.6046 -0.11 0.13 -0.07
C -4.1820 2.5718 0.7415 0.05 -0.02 0.00
C -5.4682 3.0407 0.5362 -0.06 0.06 0.01
C -6.4666 2.1451 0.1965 0.01 0.11 0.00
C -6.1907 0.7962 0.0699 0.10 -0.31 0.00
S -3.4762 -1.7095 1.2316 -0.12 -0.11 -0.01
O -3.7087 -3.1242 1.2382 0.06 0.04 -0.31
O -3.5212 -1.0002 2.4738 0.16 0.20 -0.25
C -1.8745 -1.4352 0.4656 -0.37 -0.03 0.37
C -0.9049 -0.7217 1.1442 -0.14 0.04 0.18
C 0.3313 -0.5143 0.5560 -0.02 -0.10 -0.23
C 0.5909 -1.0310 -0.7108 -0.21 -0.18 0.15
C 1.9080 -0.8668 -1.4056 -0.10 0.15 -0.13
O 2.3287 -1.6925 -2.1919 -0.04 -0.18 -0.07
N 2.5544 0.2902 -1.1374 0.08 0.34 0.14
C 3.8945 0.5454 -1.5948 0.30 0.10 -0.17
C 4.8293 0.8385 -0.4013 -0.17 -0.10 -0.25
C 5.0534 -0.4362 0.3476 -0.12 -0.11 0.16
C 6.1799 -1.1982 0.3779 -0.18 0.26 -0.06
C 6.0316 -2.3777 1.1423 -0.07 -0.22 0.14
C 4.7944 -2.4928 1.6841 -0.21 0.16 0.01
S 3.7801 -1.1711 1.2663 0.60 -0.11 -0.07
N 4.2491 1.8633 0.4694 0.06 -0.13 -0.04
C 5.0731 2.0830 1.6450 -0.03 -0.01 0.16
C 4.0383 3.1245 -0.2183 -0.05 -0.01 0.00
C -0.3850 -1.7817 -1.3626 0.03 0.03 0.03
C -1.6212 -1.9830 -0.7770 0.05 -0.03 -0.10
H -5.6836 -0.5430 -2.3133 -0.02 0.07 -0.10
H -4.2234 -1.5149 -2.4750 0.10 -0.01 -0.05
H -5.8071 -2.2506 -2.7554 -0.06 -0.04 -0.10
H -4.9520 -2.9187 -0.5129 -0.25 0.06 -0.11
H -6.4075 -1.9372 -0.3602 0.12 -0.05 0.05
H -2.8883 0.8730 0.7549 0.08 0.12 -0.01
H -3.3909 3.2592 1.0026 0.07 0.05 0.02
H -5.6900 4.0920 0.6386 -0.02 0.09 0.01
H -7.4756 2.4954 0.0345 -0.07 0.01 -0.02
H -6.9907 0.1179 -0.1805 -0.07 -0.10 -0.04
H -1.1349 -0.3435 2.1285 0.04 0.08 0.11
H 1.0942 0.0172 1.1050 0.05 0.07 0.05
H 2.2184 0.9085 -0.4157 -0.12 -0.09 -0.03
H 4.2372 -0.3504 -2.1199 -0.01 0.20 0.06
H 3.9036 1.3812 -2.3016 0.03 -0.08 0.02
H 5.8055 1.1679 -0.8098 -0.12 -0.04 0.05
H 7.0899 -0.9288 -0.1284 0.15 0.12 -0.11
H 6.8146 -3.1014 1.2793 0.11 -0.15 0.05
H 4.4038 -3.2762 2.3022 -0.02 -0.20 0.13
H 6.0647 2.4867 1.3909 0.03 0.02 -0.02
H 4.5659 2.7890 2.3003 0.04 0.05 0.05
H 5.2082 1.1487 2.1842 0.04 0.05 0.06
H 4.9650 3.5222 -0.6595 0.01 0.02 -0.03
H 3.6627 3.8501 0.5014 -0.01 0.05 -0.04
H 3.2948 3.0152 -1.0042 -0.02 0.07 -0.09
H -0.1480 -2.2041 -2.3274 0.01 -0.05 -0.06
H -2.3825 -2.5726 -1.2617 -0.06 -0.09 -0.16
```
Positions in Å, forces in eV/Å.

Computed properties:
**LUMO energy**: 0.1848 eV
**HOMO-LUMO gap**: 8.73 eV
**Spin multiplicity**: 1
**Structure (SMILES)**: CCN(c1ccccc1)S(=O)(=O)c1ccc(C(=O)NC[C@H](c2cccs2)N(C)C)cc1
**Highest occupied orbital energy**: -8.55 eV
**Energy above the lowest of the compared OMol25 structures with the same formula, charge and spin**: 1.215 eV
**Largest force on an atom**: 1.28 eV Å⁻¹